Record 1
Molecular formula: C4H5FN2
Method: DFT, the ωB97M-V functional and the def2-TZVPD basis

Positions of all 12 atoms, in Å:
H  -1.57224  -2.09197  -0.20063
H  -1.27894  1.40538  -0.88999
H  1.31806  1.73485  -1.26026
C  -0.58445  -1.45910  -0.09504
H  -2.03820  -0.23776  0.83837
C  0.93469  1.02200  -0.44320
C  -1.02143  -0.01933  0.63462
C  -0.47783  0.94781  -0.29192
H  -0.39578  -0.03899  1.62992
N  1.61386  0.25050  0.32395
F  3.01042  0.32348  0.16391
N  0.49186  -1.83686  -0.40975

Calculated values
- orbital gap (alpha / beta) (eV) = 8.023 / 8.219
- LUMO (alpha / beta) (eV) = -1.05 / -0.63
- total charge = 0


Record 2
Molecular formula: C19H50F9O11PS8
Method: DFT, the ωB97M-V functional and the def2-TZVPD basis

Positions of all 98 atoms, in Å:
C  4.08287  2.18969  -0.98693
H  2.56692  -1.30570  7.20983
F  1.39528  -1.47168  2.18612
H  -1.97836  -6.30550  7.56799
O  0.48799  -3.75642  7.28003
F  -0.57063  -1.97149  -0.21686
H  -0.66434  -6.80888  0.17924
C  -0.09880  -6.01986  0.66330
H  -0.24522  4.99832  4.01653
C  2.70522  -3.19247  5.10759
H  -0.30927  3.36493  4.75187
H  4.14536  -0.48517  7.08082
C  -5.29345  6.91163  -4.34905
H  -0.35839  6.28684  -3.58825
H  -0.76872  -6.06815  6.26628
H  -2.08385  -4.88904  6.49463
H  -1.22937  -4.25096  0.20329
H  1.25721  4.17151  4.49995
C  -1.40711  5.99778  -3.51973
H  1.70842  -3.02123  5.50804
H  -6.53000  9.48383  -4.47030
H  1.36145  -5.58757  9.38371
S  3.61067  -1.64873  5.08813
H  2.13930  -4.59089  -2.84607
S  0.40046  -1.73045  0.99507
H  3.23508  -3.92279  5.71856
H  -5.88444  10.26752  -3.00809
H  -1.48049  2.88626  1.10001
O  3.28157  2.71867  -3.45888
C  -0.67517  -4.12215  2.29329
H  2.83577  -0.42003  -5.92346
H  -2.03072  6.88875  -3.49373
O  -0.05020  -6.81131  -2.15153
O  0.95222  -5.57147  -0.21467
O  2.03137  -5.44745  -2.42542
H  1.11327  -6.45109  7.84517
C  -0.71990  3.67503  -4.64078
H  2.63434  -3.54998  4.08135
H  0.30761  4.04217  -4.66747
F  1.14028  -3.07606  0.65873
C  -6.11149  9.31319  -3.47865
O  5.01320  -1.95412  4.69882
O  0.27929  0.95854  -6.25199
C  -1.13959  -6.75500  -3.09613
S  -4.57744  8.38851  -3.63234
H  -2.02590  -5.37853  1.25036
O  -3.22746  4.51213  -4.74806
S  0.40734  3.28961  2.47309
C  0.25463  4.03347  4.10149
C  1.48469  2.25550  -1.56410
F  -1.58150  -4.42169  3.28929
H  -6.05577  6.51124  -3.68008
S  -0.38945  -4.60973  8.12473
H  -2.04865  -6.48838  -2.57580
C  -1.35174  3.27851  2.10660
S  1.63321  1.55234  -6.43279
H  4.08388  -2.24525  7.35560
H  5.10786  1.98587  -1.28890
O  -0.17887  -4.24545  -2.10157
S  -1.84482  5.02926  -4.96916
C  3.59762  -1.40081  6.86751
H  -1.74242  4.29467  2.15925
C  -1.06963  -4.91476  1.04753
H  -0.01480  -6.70279  9.21481
C  1.66856  2.28601  -8.07452
H  -6.81114  8.75291  -2.85867
S  3.00747  1.75480  -2.35809
H  -0.94582  -6.04653  -3.88874
H  0.38236  -6.47284  1.51791
H  3.72657  0.60150  -7.07597
H  2.68140  2.62146  -8.29658
H  -1.23672  -7.73432  -3.54256
H  3.82744  1.57944  -0.12062
O  1.03105  4.30392  1.58364
H  -0.85608  2.91589  -5.40847
C  -0.79125  -2.58389  2.17688
H  3.96720  3.24827  -0.75495
C  2.74883  0.19840  -6.81394
H  2.34215  -0.39033  -7.63655
H  -1.58381  5.40727  -2.62119
H  -4.49521  6.17496  -4.48047
F  -0.34299  -0.36102  1.30524
H  -0.94477  3.24827  -3.66345
O  -4.13998  8.04199  -2.25257
F  0.53372  -4.46614  2.78677
H  1.53999  3.30819  -1.28416
H  1.32612  1.63788  -0.67997
F  1.38495  -0.95263  0.04394
F  -0.64041  -2.03956  3.39718
H  0.99328  3.13913  -8.07296
H  -1.86503  2.63241  2.81884
H  0.66918  2.10163  -2.26845
H  -5.72801  7.16003  -5.31826
H  1.33677  1.55476  -8.81212
F  -2.04713  -2.31244  1.75247
P  0.60234  -5.43634  -1.74439
C  0.61763  -5.98298  8.69566
C  -1.40532  -5.57306  6.99967

Calculated values
- orbital gap (eV) = 8.836
- LUMO (eV) = 0.34
- total charge = 0


Record 3
Molecular formula: C3H8NO4
Method: DFT, the ωB97M-V functional and the def2-TZVPD basis

Positions of all 16 atoms, in Å:
O  0.31674  -1.55554  2.16805
O  -1.22678  0.08740  2.21499
H  1.21967  -0.48353  0.42252
H  0.51847  -0.67948  -2.28695
H  -1.37451  -0.55687  -0.84836
H  0.52980  1.22477  -1.77904
H  -0.96461  1.78783  0.25682
N  -0.39766  -0.81265  -0.84175
C  0.04461  1.39580  0.15478
O  0.47638  1.92542  -1.14352
H  -0.35750  -1.80943  -0.65059
H  0.69091  1.93370  0.84718
H  -0.11140  -0.18648  -3.64835
C  0.20726  -0.08271  0.29856
C  -0.28729  -0.56973  1.71404
O  0.67416  -0.50210  -3.25829

Calculated values
- orbital gap (eV) = 7.987
- LUMO (eV) = 3.67
- total charge = -1


Record 4
Molecular formula: C4H5NO
Method: DFT, the ωB97M-V functional and the def2-TZVPD basis

Positions of all 11 atoms, in Å:
H  1.07422  1.45633  1.02638
H  1.31741  -2.11958  0.07780
N  0.70348  -1.43520  0.54134
H  1.59013  1.06671  -0.61678
H  -0.72671  -1.82900  -1.03220
O  -2.74851  0.08533  0.39312
C  0.72888  1.34342  -0.00397
C  -0.34312  0.33440  -0.13122
C  -0.36580  -1.21659  -0.19975
H  0.32846  2.30719  -0.33456
C  -1.55846  0.00699  0.27983

Calculated values
- orbital gap (alpha / beta) (eV) = 8.533 / 8.534
- LUMO (alpha / beta) (eV) = -0.39 / -0.39
- total charge = 0


Record 5
Molecular formula: C5H14N2O
Method: DFT, the ωB97M-V functional and the def2-TZVPD basis

Positions of all 22 atoms, in Å:
H  -1.65674  -2.81374  -1.78564
H  1.62767  -0.05138  0.22267
H  -0.46591  2.93786  0.24227
C  1.05353  0.57633  -0.45206
C  0.85583  0.02799  -1.85845
H  1.41342  -0.03317  2.21644
H  0.20819  0.72706  -2.42640
C  -0.33731  0.80068  0.25305
H  0.22805  -0.43388  3.33548
N  0.19648  -1.69696  1.67441
H  -0.33711  -2.29447  2.30163
H  1.82813  -0.16343  -2.31867
N  -0.29507  0.76773  1.62593
H  -2.02081  2.03267  0.09535
H  -1.20234  -2.86576  -2.36863
H  -0.44940  -1.67575  0.89283
H  -0.92736  2.18824  -1.31068
H  -0.85994  -0.16213  -0.01872
H  1.59111  1.53159  -0.56298
C  -0.98835  2.10528  -0.22773
O  0.19743  -1.15640  -1.78438
C  0.34048  -0.34836  2.25429

Calculated values
- orbital gap (eV) = 5.193
- LUMO (eV) = -2.94
- total charge = 0


Record 6
Molecular formula: C3H5N3
Method: DFT, the ωB97M-V functional and the def2-TZVPD basis

Positions of all 11 atoms, in Å:
H  -2.13789  -0.86963  -0.60676
H  -1.88325  -0.16225  1.01567
N  0.60880  -1.15920  -0.45345
H  2.62291  -1.17271  -0.65914
H  -1.87069  0.89249  -0.40801
H  -0.02697  1.79693  0.63448
C  1.94005  0.66344  0.32516
N  -0.13890  -0.16526  -0.09453
N  1.93265  -0.63014  -0.10236
C  0.56017  0.90962  0.38851
C  -1.60687  -0.10330  -0.03955

Calculated values
- orbital gap (eV) = 9.186
- LUMO (eV) = 0.80
- total charge = 0


It is found that the electronic energy values, taken in the order of the records, are -9920.6001, -163460.5813, -12922.3918, -7762.3561, -10432.7715, -7658.9313 eV.